213
Properties=species:S:1:pos:R:3:forces:R:3 method="wB97M-V/def2-TZVPD" charge=+7 orbital_gap_ev=5.4 homo_ev=-19.3 largest_force_ev_per_a=11.0 e_above_lowest_kj_mol=182.82
H 4.014 26.198 -11.056 0.052 0.417 0.206
S 3.310 22.768 -15.046 -2.232 4.746 -3.075
C 3.700 17.748 -17.661 0.811 1.212 -0.658
H 13.190 25.072 -16.929 -0.289 -0.086 0.797
H 21.327 30.475 -21.977 -0.175 0.379 -0.290
F 11.599 29.798 -20.676 -1.256 -0.427 0.709
N 6.000 25.929 -11.518 -1.838 -0.688 -2.731
H 19.724 30.528 -22.901 0.605 0.175 -0.203
O 10.231 27.887 -21.087 -0.668 1.203 0.538
H 8.575 14.308 -22.064 -0.905 0.100 0.258
H 9.176 26.624 -11.342 0.213 0.137 -0.168
H 14.937 21.979 -19.200 -0.253 -0.374 -0.528
O 5.790 21.327 -14.210 -0.322 0.495 0.643
C 17.608 23.329 -19.250 1.445 0.435 0.463
H 9.244 19.316 -18.890 0.487 0.434 0.011
N 13.499 21.919 -22.146 1.407 -0.742 -5.437
S 9.451 24.111 -18.958 5.754 0.311 -8.255
H 3.796 25.813 -18.360 -0.580 0.201 -0.204
O 11.326 20.852 -21.226 0.060 -1.320 -0.492
C 12.772 18.205 -22.218 1.578 0.770 -0.781
H 8.871 21.092 -18.448 0.538 -0.037 -0.434
O 1.886 22.928 -14.933 1.633 -0.826 1.198
C 10.200 25.415 -24.079 0.139 -0.167 0.556
H 4.747 19.164 -9.045 0.415 0.509 -0.479
H 15.624 23.147 -21.832 -0.075 -0.024 -0.104
H 10.828 21.677 -17.715 -0.312 0.271 0.620
C 4.997 19.516 -18.978 1.657 0.788 0.756
H 20.561 28.134 -23.456 -0.127 0.246 -0.123
S 12.125 21.987 -21.545 -4.533 3.377 4.836
H 2.610 19.456 -17.412 -1.127 0.196 0.220
H 18.821 27.454 -18.952 -0.568 -1.074 0.010
C 10.425 26.717 -16.208 0.140 -1.118 -0.011
H 7.808 18.319 -21.250 0.287 0.435 -0.070
N 4.286 23.248 -13.700 -4.323 4.693 -4.743
H 7.279 22.644 -22.113 -0.559 0.094 0.313
C 6.136 18.400 -12.057 0.689 1.903 0.738
C 12.249 16.983 -21.791 2.589 -0.100 0.259
O 12.727 23.253 -24.388 0.598 0.367 1.542
F 3.662 24.209 -15.799 0.176 -1.148 0.364
H 12.140 18.965 -22.654 -0.074 0.197 -0.019
O 9.209 23.128 -20.034 -1.358 1.500 2.325
H 17.933 22.660 -18.467 -0.362 0.113 0.349
H 8.086 18.831 -16.803 0.454 0.073 -0.488
H 16.969 17.659 -22.436 0.507 0.158 0.383
F 14.277 21.380 -24.451 0.199 1.311 1.332
H 6.322 15.200 -22.125 -0.115 0.259 -0.055
H 15.687 20.980 -20.566 -0.293 0.608 -0.044
O 7.246 25.370 -17.658 0.939 0.030 0.649
C 8.562 23.959 -23.049 -0.390 0.715 0.469
C 16.417 23.507 -21.194 1.256 2.165 -1.413
S 4.780 21.950 -13.361 4.323 -8.973 4.783
C 20.242 30.371 -21.955 0.105 -0.668 -0.857
H 4.080 18.684 -10.687 -0.256 0.372 0.518
H 8.544 27.246 -23.100 0.015 0.030 -0.095
H 6.854 25.457 -14.759 -0.577 0.009 0.032
N 10.621 20.786 -15.696 0.067 1.173 -1.583
H 0.606 14.385 -17.151 -0.296 0.194 -0.167
H 7.117 18.383 -13.976 0.073 0.106 0.012
C 6.549 16.139 -21.622 0.878 -0.052 -0.158
H 8.499 20.407 -20.095 0.314 0.300 0.121
N 9.314 30.061 -19.667 4.546 -2.104 -1.675
H 10.000 22.642 -15.606 -0.312 0.642 0.644
O 8.543 28.606 -17.671 1.943 -1.572 -0.245
N 8.936 25.224 -23.348 -1.203 -0.644 0.702
H 19.160 24.729 -18.801 -0.006 0.024 0.056
N 19.975 28.925 -21.611 -1.382 0.433 0.727
C 8.130 20.151 -11.191 -0.388 -1.479 -0.592
F 12.783 22.280 -20.169 0.306 0.314 3.072
H 6.338 21.054 -19.847 0.145 -0.104 -0.168
H 10.330 26.920 -17.264 0.136 0.996 -0.158
H 9.926 18.204 -13.827 0.080 -0.073 0.105
O 3.815 21.037 -12.774 0.763 0.272 -0.769
H 12.540 24.962 -14.359 0.080 -0.087 -0.182
H 12.279 21.465 -16.702 0.050 0.039 -0.356
H 16.628 19.025 -21.258 -0.387 -0.059 -0.513
C 8.628 20.204 -19.032 -0.757 -0.203 0.440
C 7.431 23.703 -22.259 1.180 0.166 -1.352
H 5.276 17.755 -12.159 0.186 -0.152 -0.972
C 8.179 26.250 -22.898 0.651 -0.016 0.563
C 10.553 25.427 -13.830 -1.191 -0.485 2.233
C 0.265 15.406 -17.327 -0.669 0.662 -0.086
C 5.099 25.393 -20.010 -0.265 2.451 2.817
C 7.099 26.054 -22.048 0.690 0.321 -0.660
H 2.012 24.697 -17.792 -0.111 -0.200 -0.240
C 6.900 25.697 -13.707 0.654 0.401 0.672
C 10.659 19.565 -15.265 -0.372 -2.325 1.423
H 16.367 21.018 -18.949 0.448 0.358 -0.095
H 6.137 17.010 -22.132 -0.444 -0.182 -0.048
C 7.175 26.242 -11.023 -0.138 -1.174 0.337
S 12.936 22.009 -23.731 2.960 -2.333 -5.773
H 19.775 31.073 -21.265 0.183 -0.509 0.375
C 19.464 28.725 -20.354 0.173 -1.854 -1.795
C 2.587 15.689 -17.833 0.810 -0.552 0.690
C 17.258 24.638 -21.589 -1.855 -1.470 0.821
H 2.591 22.548 -20.709 0.284 -0.267 -0.019
H 0.387 18.087 -17.241 -0.360 -0.583 0.131
S 5.270 19.925 -23.455 -7.049 -0.027 -1.693
F 7.308 23.693 -16.006 0.591 -0.648 0.200
H 14.688 19.414 -22.453 -0.629 0.255 -0.343
H 10.705 24.450 -24.114 -0.348 0.032 -0.591
H 4.811 25.462 -13.311 -0.285 0.224 0.689
C 9.943 19.240 -14.133 0.411 -1.292 -0.717
H 8.547 22.197 -13.428 0.129 0.257 -0.078
C 1.335 17.592 -17.390 1.359 2.311 0.223
C 13.234 16.063 -21.375 1.509 -0.546 -0.429
H 19.597 25.853 -23.010 -0.220 0.171 -0.298
O 11.156 28.244 -18.858 -1.669 1.589 -2.016
S 7.603 20.068 -23.668 4.403 -0.410 -0.183
N 6.089 18.965 -10.809 1.978 0.290 -0.552
F 4.151 20.382 -22.434 -1.099 0.267 1.427
H 13.492 26.776 -16.321 0.452 -0.376 -0.180
O 7.588 28.230 -19.958 2.096 -0.806 0.531
H 10.871 25.971 -23.424 -0.237 0.675 -0.353
N 3.205 24.145 -19.477 -1.801 0.513 -0.334
H 6.719 26.956 -21.593 -0.431 -0.067 -0.084
H -0.322 15.792 -16.494 0.381 -0.176 0.293
C 7.139 19.697 -10.324 -0.802 0.047 -1.055
H 10.279 18.607 -20.981 0.484 0.334 -0.727
N 15.030 17.584 -21.682 1.025 0.086 -0.383
O 6.765 23.142 -18.279 0.824 -1.185 0.284
O 12.100 20.936 -24.186 -1.271 0.081 2.018
C 6.667 24.766 -21.773 0.429 -0.833 0.375
C 9.941 17.682 -21.425 -0.836 0.686 0.801
C 10.822 16.650 -21.759 -0.381 1.705 0.414
H 10.526 24.959 -12.857 0.841 -0.480 0.006
C 16.497 17.971 -21.504 -1.125 -1.052 0.148
H 5.060 17.587 -9.742 -0.257 -0.096 0.294
C 11.323 21.029 -16.992 0.739 0.606 0.027
O 7.871 18.701 -24.204 -1.312 3.460 1.090
C 9.370 26.065 -14.104 -0.785 1.462 -2.928
H 10.833 14.543 -22.310 0.066 -0.062 0.144
H 8.354 27.052 -15.795 0.084 0.400 -0.119
H -0.409 15.544 -18.173 0.276 -0.487 -0.293
O 5.058 20.989 -24.458 1.447 -3.026 1.506
H 17.071 25.125 -22.535 -0.179 -0.191 -0.131
C 8.931 15.300 -21.830 -2.213 -0.265 -1.209
H 12.583 26.442 -17.770 -0.805 0.290 0.246
C 14.198 18.484 -22.204 -2.500 -0.800 1.057
C 8.247 26.381 -11.835 2.141 -0.701 -1.671
N 1.463 16.283 -17.524 -2.725 -0.763 0.276
C 9.204 21.460 -13.866 0.720 1.420 -1.967
C 8.203 26.001 -13.205 -2.095 1.103 1.330
O 3.778 21.802 -16.010 0.343 0.167 1.415
C 6.005 18.438 -17.055 0.617 1.041 -0.920
C 20.036 27.928 -22.534 -0.128 -0.381 1.099
C 3.406 23.231 -20.522 1.995 2.555 1.149
H 11.502 20.096 -17.526 -0.069 -0.094 0.440
S 7.626 24.003 -17.519 -3.282 0.652 1.338
H 5.864 26.086 -19.692 -0.375 0.825 0.002
H 4.831 22.627 -21.928 0.223 0.314 -0.445
C 19.084 27.441 -19.999 -0.352 -0.242 -1.430
C 18.943 26.382 -21.020 0.848 2.922 1.254
H 12.992 15.059 -21.061 -0.244 -0.088 -0.021
C 9.139 20.160 -13.493 -0.004 -1.331 0.404
C 12.788 26.072 -16.766 -0.116 1.152 0.373
N 9.226 23.618 -17.538 -3.392 -0.290 2.700
C 18.373 24.477 -19.497 -1.178 -1.051 -0.488
N 8.024 16.347 -21.666 2.271 -1.584 0.189
C 7.145 18.795 -12.978 -0.922 -0.796 1.817
H 7.086 19.906 -9.266 0.084 0.328 -0.006
C 4.913 18.640 -9.985 -0.297 -1.573 -0.327
C 4.607 23.403 -21.211 -0.953 -0.087 0.560
H 9.962 25.853 -25.049 0.476 0.028 0.131
F 7.195 30.037 -18.673 0.315 1.108 -0.459
F 11.021 23.984 -18.988 1.597 -0.725 1.262
H 8.938 20.757 -10.809 -0.027 0.065 0.022
C 1.961 24.028 -18.651 0.193 -0.927 -0.819
C 10.275 15.409 -21.986 0.238 0.343 0.054
N 11.612 26.171 -15.814 -1.472 -2.032 -0.147
H 4.260 19.618 -19.760 -0.387 0.286 0.212
C 19.478 26.647 -22.287 0.585 1.126 1.115
H 4.514 15.720 -18.175 1.103 0.787 0.387
C 15.838 21.614 -19.693 0.367 0.958 0.556
O 4.888 18.522 -23.624 1.122 1.981 -0.540
C 9.289 26.696 -15.388 0.476 -0.928 1.325
O 11.394 23.210 -21.817 0.557 -1.430 -0.666
H 2.576 14.629 -18.039 -0.211 -0.029 0.065
C 8.149 19.658 -12.531 -1.076 0.790 1.517
H 7.278 26.045 -9.966 -0.003 1.005 0.282
O 7.834 21.295 -24.424 -1.054 -2.596 1.101
C 3.925 25.253 -19.274 1.662 -1.854 -0.060
H 9.251 23.223 -23.436 -0.406 -0.354 0.183
C 2.488 18.384 -17.463 0.084 -0.733 -0.150
C 11.602 25.411 -14.652 2.142 1.657 -1.573
C 5.768 25.717 -12.881 2.896 0.252 0.603
C 4.890 25.723 -10.615 -1.462 0.223 -0.034
C 14.629 16.321 -21.411 -2.322 0.620 0.410
C 4.906 18.610 -17.903 0.291 -0.199 -0.345
F 8.795 20.193 -22.596 0.322 -0.020 0.555
H 1.891 22.977 -18.368 0.015 0.159 0.446
H 5.124 26.192 -9.660 -0.245 -0.443 -0.006
H 16.793 17.430 -20.605 0.482 -0.220 -0.427
N 6.420 20.107 -22.429 3.451 0.267 -2.276
N 16.609 22.877 -20.043 0.826 -0.521 -0.089
C 3.754 16.388 -17.797 0.050 -1.449 -1.424
C 6.212 20.269 -19.116 -1.730 -2.530 -0.424
C 9.977 21.737 -15.017 -0.856 0.820 0.005
H 5.846 17.854 -16.161 0.520 -0.061 0.039
H 19.234 29.569 -19.720 0.618 0.123 0.007
H 6.282 16.073 -20.567 -0.215 0.083 -0.098
C 7.232 19.018 -17.438 -2.087 -2.017 2.163
S 8.393 29.034 -19.037 -10.333 0.411 2.875
F 5.650 22.406 -12.075 0.217 0.078 -0.057
O 9.415 25.514 -19.198 -1.745 -0.221 0.099
H 11.194 18.859 -15.882 0.065 -0.210 0.341
H 1.112 24.204 -19.312 -0.042 0.427 0.223
C 18.176 25.184 -20.707 0.003 -1.459 0.827
H 15.366 15.567 -21.178 0.073 0.108 0.177
H 4.584 24.677 -10.611 0.534 -0.135 0.507
C 8.552 17.558 -21.436 0.384 -1.318 -0.176
C 5.463 24.534 -20.930 -0.234 -3.557 -3.397
N 7.308 19.772 -18.507 -0.174 2.008 -0.854
S 10.459 28.857 -20.041 5.057 -0.192 -0.070